Entry 1:
Entry from OMol25: the molecule C2H5N5O in a non-equilibrium geometry (ωB97M-V/def2-TZVPD).

Each line ends with the Löwdin charge.
Element x y z (Å)
H  -1.1050  2.2161  0.2427  0.1043
N  -0.0764  1.9802  0.1395  0.1967
C  0.4626  0.9237  0.1860  -0.4531
N  1.6875  0.5518  -0.3917  0.0628
N  1.9616  -0.5980  -0.1799  -0.0249
N  0.9919  -1.2840  0.3147  -0.0496
N  -0.0998  -0.4632  0.5430  -0.0315
O  -1.1674  -0.4526  -0.5457  -0.2348
C  -2.5748  -0.3209  -0.0012  -0.0849
H  0.6658  -2.2783  0.0093  0.2049
H  -2.9849  0.7583  -0.1825  0.0883
H  -2.8773  -0.8708  1.0166  0.1117
H  -2.9397  -1.1290  -0.8087  0.1101

Cartesian forces (eV/Å) of the 2 atoms listed first:
H 2.09 -1.06 0.52
N -3.17 5.07 -0.50

The value obtained for the largest force on an atom is 6.217 eV Å⁻¹. Its net charge is 0. Its HOMO-LUMO gap is 9.53 eV. As for the SMILES: [H]/N=c1/nn[nH]n1OC. For the LUMO energy, the calculation gives 0.07 eV. The value obtained for the HOMO energy is -9.46 eV. The multiplicity is 1.

Entry 2:
Entry from OMol25: a 2-piece molecular cluster, C6H12N2 overall in a non-equilibrium geometry (ωB97M-V/def2-TZVPD).

Each line ends with the Löwdin charge.
Element x y z (Å)
C  -1.8141  0.3993  0.6352  -0.0398
C  -0.7851  -0.6372  0.2337  -0.3428
C  -0.8753  -1.0310  -1.0882  -0.0815
N  0.1296  -1.9678  -1.2877  0.0481
C  0.9037  -1.9195  -0.1612  -0.1959
N  0.3400  -1.1913  0.7723  0.0746
H  -2.4838  0.1924  1.4624  0.0742
H  -2.2846  0.5897  -0.3304  0.0717
H  -1.3925  1.3700  0.9058  0.0446
H  -1.2835  -0.6730  -2.0156  0.1132
H  0.3525  -2.4986  -2.1117  0.1404
H  1.7859  -2.4791  0.1070  0.1131
C  1.0339  2.1604  1.1305  -0.1568
C  0.8985  2.7680  -0.2984  -0.1583
H  2.0487  2.0726  1.5030  0.0606
H  0.5104  2.9017  1.7189  0.0616
H  0.5907  1.1633  1.1251  0.0107
H  -0.1460  3.0460  -0.4613  0.0538
H  1.3247  3.7807  -0.2205  0.0583
H  1.3380  2.2436  -1.1262  0.0502

Cartesian forces (eV/Å) of the 2 atoms listed first:
C 1.01 0.65 0.15
C -0.70 0.51 -2.18

The value obtained for the largest force on an atom is 2.344 eV Å⁻¹. Its net charge is 0. Its HOMO-LUMO gap is 9.50 eV. As for the SMILES: Cc1c[nH]cn1.CC. For the LUMO energy, the calculation gives 0.89 eV. The value obtained for the HOMO energy is -8.60 eV. The multiplicity is 1.

Entry 3:
Entry from OMol25: the molecule C2H10OSi3 in a non-equilibrium geometry (ωB97M-V/def2-TZVPD).

Each line ends with the Löwdin charge.
Element x y z (Å)
C  -1.8307  -0.8461  2.3111  -0.0636
C  -0.6907  -0.6196  1.2765  -0.6287
O  0.4587  -0.6384  1.6384  -0.0267
Si  -1.0637  -0.2669  -0.5723  0.5328
Si  0.4619  1.5346  -1.0601  0.3062
Si  2.4773  0.2238  -1.6296  0.3730
H  -1.3548  -1.5092  3.0556  0.0866
H  -2.7736  -1.1455  1.8029  0.0747
H  -1.9773  0.0966  2.7886  0.0623
H  -2.4813  0.0487  -0.9207  -0.0768
H  -0.7112  -1.5075  -1.2206  -0.0698
H  -0.1184  2.2826  -2.2254  -0.1442
H  1.0378  2.7082  -0.2378  -0.0961
H  3.7261  0.9506  -2.1718  -0.1285
H  2.1837  -1.1555  -2.3570  -0.1032
H  2.7184  -0.2559  -0.1240  -0.0980

Cartesian forces (eV/Å) of the 2 atoms listed first:
C 1.18 -0.63 -1.17
C -1.46 -0.01 0.80

The value obtained for the largest force on an atom is 1.776 eV Å⁻¹. Its net charge is 0. Its HOMO-LUMO gap is 9.46 eV. As for the SMILES: CC(=O)[SiH2][SiH2][SiH3]. For the LUMO energy, the calculation gives 0.35 eV. The value obtained for the HOMO energy is -9.11 eV. The multiplicity is 1.

Entry 4:
Entry from OMol25: the molecule C18H25NO3 (ωB97M-V/def2-TZVPD).

Each line ends with the Löwdin charge.
Element x y z (Å)
C  5.5411  3.1428  -2.6286  -0.1165
C  4.1152  3.0664  -2.0962  -0.2745
C  3.0899  3.1726  -3.2231  -0.2320
C  1.6448  3.2641  -2.7303  -0.2167
C  1.1618  2.0584  -1.9219  -0.2205
C  1.1726  0.7572  -2.7233  -0.2059
C  0.4987  -0.4018  -1.9899  -0.1736
C  1.3243  -0.9058  -0.8036  -0.1966
O  0.7107  -1.9979  -0.1478  -0.0391
C  -0.3381  -1.7802  0.6859  -0.2635
C  -0.8346  -0.5370  1.0646  -0.0080
C  -1.8989  -0.4545  1.9458  -0.0168
C  -2.4893  -1.5920  2.4707  -0.1996
C  -3.6668  -1.4878  3.4132  -0.1663
C  -3.5565  -2.4000  4.6366  -0.0318
C  -4.5145  -3.5425  4.3726  -0.4617
O  -4.6586  -4.5543  5.0004  0.1026
N  -5.2414  -3.2015  3.2514  0.1997
C  -4.8911  -2.0040  2.6659  -0.4227
O  -5.4487  -1.5091  1.7272  0.1192
C  -1.9974  -2.8353  2.0830  -0.0195
C  -0.9372  -2.9291  1.2095  0.0144
H  5.7100  4.0902  -3.1360  0.0703
H  6.2592  3.0563  -1.8163  0.0669
H  5.7267  2.3387  -3.3377  0.0716
H  3.9860  2.1216  -1.5653  0.0993
H  3.9508  3.8769  -1.3821  0.1117
H  3.1994  2.3191  -3.8942  0.1055
H  3.3053  4.0719  -3.8060  0.1116
H  1.5434  4.1579  -2.1095  0.1093
H  0.9904  3.3901  -3.5966  0.1090
H  0.1381  2.2593  -1.5946  0.1144
H  1.7790  1.9546  -1.0289  0.0975
H  0.6447  0.9245  -3.6648  0.1184
H  2.1992  0.4751  -2.9619  0.1086
H  0.3593  -1.2384  -2.6779  0.1197
H  -0.4904  -0.0952  -1.6431  0.1097
H  2.2788  -1.3030  -1.1614  0.1338
H  1.5331  -0.0999  -0.0913  0.1151
H  -0.4065  0.3771  0.6856  0.1034
H  -2.2723  0.5202  2.2241  0.1171
H  -3.8185  -0.4400  3.6789  0.1532
H  -2.5474  -2.7781  4.7981  0.1332
H  -3.8712  -1.8962  5.5522  0.1339
H  -5.9887  -3.7811  2.8930  0.1744
H  -2.4455  -3.7412  2.4653  0.1213
H  -0.5491  -3.8891  0.9084  0.1204

Cartesian forces (eV/Å) of the 2 atoms listed first:
C -0.16 -0.03 0.20
C 0.05 0.01 -0.35

The value obtained for the largest force on an atom is 0.538 eV Å⁻¹. Its net charge is 0. Its HOMO-LUMO gap is 9.29 eV. As for the SMILES: CCCCCCCCOc1ccc([C@@H]2CC(=O)NC2=O)cc1. For the LUMO energy, the calculation gives 0.74 eV. The value obtained for the HOMO energy is -8.54 eV. The multiplicity is 1.

Entry 5:
Entry from OMol25: C21H18N3O4PRuS as an isolated structure in a non-equilibrium geometry (ωB97M-V/def2-TZVPD).

Each line ends with the Löwdin charge.
Element x y z (Å)
Ru  0.8961  -0.5944  1.0614  1.3600
O  -1.2970  1.3725  3.7310  0.1620
C  -0.4043  1.3712  2.9441  -0.6462
O  0.4680  0.3811  2.7556  -0.2125
C  -0.2019  2.5861  2.0123  -0.1281
P  0.4923  2.1143  0.4298  1.0453
C  0.5769  3.3547  -0.8264  -0.2911
C  1.4733  4.4273  -0.7215  -0.0492
C  1.4422  5.4342  -1.6665  -0.0291
C  0.5237  5.3883  -2.7096  -0.0133
C  -0.3801  4.3376  -2.8081  -0.0343
C  -0.3632  3.3223  -1.8683  -0.0577
C  -0.5129  0.7471  -0.2252  -0.4418
C  -0.0171  -0.0244  -1.3032  -0.1358
C  -0.7899  -1.0454  -1.8322  -0.0306
C  -2.0567  -1.2990  -1.3109  -0.0012
C  -2.5560  -0.5357  -0.2586  -0.0101
C  -1.7875  0.4681  0.3070  -0.0416
H  0.4965  3.2853  2.4781  0.1315
H  -1.1441  3.1170  1.8706  0.1305
H  2.1900  4.4785  0.0861  0.1165
H  2.1352  6.2607  -1.5871  0.1272
H  0.5093  6.1801  -3.4471  0.1285
H  -1.1014  4.3092  -3.6131  0.1246
H  -1.0868  2.5222  -1.9493  0.1087
H  0.9374  0.2257  -1.7551  0.1280
H  -0.4115  -1.6281  -2.6618  0.1322
H  -2.6596  -2.0949  -1.7286  0.1342
H  -3.5426  -0.7343  0.1384  0.1360
H  -2.1787  1.0281  1.1474  0.1245
O  2.1482  2.2023  0.8833  -0.2159
N  3.2386  1.4082  0.9130  0.0379
O  3.0361  0.2396  0.8246  -0.0522
N  3.1923  -2.7319  -0.6484  0.1300
C  2.0344  -3.2628  -0.2078  -0.6729
N  1.2573  -2.6667  0.6794  -0.0778
C  0.1110  -3.4358  0.9582  -0.3338
C  -0.8715  -3.1165  1.8888  -0.0416
C  -1.9637  -3.9577  2.0104  -0.0491
C  -2.0708  -5.1075  1.2258  -0.0487
C  -1.0841  -5.4433  0.3165  -0.0550
C  0.0058  -4.5939  0.1945  -0.4515
S  1.4233  -4.7618  -0.8147  1.1715
H  3.7029  -2.1365  -0.0128  0.1024
H  3.7667  -3.2857  -1.2654  0.1178
H  -0.7643  -2.2551  2.5449  0.1032
H  -2.7314  -3.7399  2.7405  0.1210
H  -2.9245  -5.7597  1.3488  0.1221
H  -1.1560  -6.3507  -0.2690  0.1254

Cartesian forces (eV/Å) of the 2 atoms listed first:
Ru -0.12 -1.27 0.66
O 0.04 -0.14 0.08

The value obtained for the largest force on an atom is 1.436 eV Å⁻¹. Its net charge is +2. Its HOMO-LUMO gap (spin up / spin down) is 7.01 / 6.06 eV. For the LUMO energy (spin up / spin down), the calculation gives -7.47 / -8.46 eV. The value obtained for the HOMO energy (spin up / spin down) is -14.48 / -14.51 eV. The multiplicity is 5.

Entry 6:
Entry from OMol25: C36H38O5P2PdS4Si as an isolated structure (ωB97M-V/def2-TZVPD).

Each line ends with the Löwdin charge.
Element x y z (Å)
Pd  -1.4319  -0.5881  -1.4249  0.5417
O  0.7758  -0.8559  0.3080  -0.3965
P  1.6325  0.3362  0.5655  0.7264
C  0.6153  1.8430  0.7730  -0.2848
P  -0.9887  1.4419  1.5258  0.7292
O  -1.8759  0.6641  0.6135  -0.4113
C  -0.6411  0.6359  3.0913  -0.2769
C  -1.1235  -0.6465  3.3168  -0.0671
C  -0.8596  -1.2742  4.5278  -0.0600
C  -0.1167  -0.6233  5.5004  -0.0783
C  0.3636  0.6624  5.2755  -0.0785
C  0.0963  1.2953  4.0751  -0.0794
C  -1.7422  3.0257  1.9700  -0.2813
C  -3.1299  3.0165  2.1088  -0.0732
C  -3.7998  4.1676  2.4895  -0.0650
C  -3.0901  5.3359  2.7334  -0.0752
C  -1.7102  5.3519  2.5974  -0.0757
C  -1.0367  4.1993  2.2177  -0.0845
C  2.8078  0.7526  -0.7295  -0.2771
C  3.2096  2.0625  -0.9860  -0.0931
C  4.1284  2.3225  -1.9906  -0.0785
C  4.6443  1.2756  -2.7425  -0.0711
C  4.2433  -0.0287  -2.4921  -0.0568
C  3.3253  -0.2926  -1.4884  -0.0738
C  2.5778  0.1493  2.0885  -0.2744
C  2.4099  -1.0305  2.8047  -0.0681
C  3.1070  -1.2221  3.9891  -0.0725
C  3.9639  -0.2374  4.4579  -0.0787
C  4.1350  0.9409  3.7411  -0.0778
C  3.4470  1.1325  2.5540  -0.0804
H  0.3936  2.2365  -0.2238  0.0683
H  1.1497  2.6090  1.3364  0.0579
H  -1.6943  -1.1454  2.5439  0.0484
H  -1.2367  -2.2731  4.7047  0.1109
H  0.0898  -1.1165  6.4419  0.1063
H  0.9438  1.1685  6.0360  0.1076
H  0.4621  2.3027  3.9087  0.1067
H  -3.6779  2.1047  1.9023  0.1159
H  -4.8769  4.1547  2.5915  0.1084
H  -3.6143  6.2360  3.0269  0.1057
H  -1.1560  6.2628  2.7824  0.1053
H  0.0402  4.2348  2.1100  0.0938
H  2.8018  2.8883  -0.4148  0.0964
H  4.4337  3.3407  -2.1933  0.1039
H  5.3527  1.4798  -3.5348  0.1057
H  4.6269  -0.8408  -3.0950  0.1114
H  2.9749  -1.3013  -1.3155  0.1080
H  1.7233  -1.7795  2.4307  0.1106
H  2.9741  -2.1387  4.5491  0.1095
H  4.5057  -0.3873  5.3830  0.1049
H  4.8118  1.7038  4.1035  0.1041
H  3.6018  2.0431  1.9848  0.1029
S  -4.4580  -3.7299  0.0865  0.5525
C  -3.3468  -2.6059  -0.2998  -1.8453
S  -1.7478  -2.4270  0.2579  0.6246
S  -3.6034  -1.3003  -1.3897  0.6554
C  -0.6089  -7.4152  -2.6528  -0.0485
C  -0.4254  -5.9488  -2.9307  -0.2635
C  0.1415  -5.1053  -1.9843  -0.0299
C  0.2825  -3.7464  -2.2268  -0.0764
C  -0.1497  -3.2333  -3.4373  -0.2776
C  -0.7081  -4.0571  -4.4069  -0.0448
C  -0.8415  -5.4074  -4.1485  -0.0334
S  -0.0672  -1.4985  -3.7260  0.5047
O  -1.4924  -0.9955  -3.5375  -0.4772
O  0.4639  -1.2566  -5.0344  -0.2675
O  0.6965  -0.9098  -2.6231  -0.3731
H  -0.1843  -7.6900  -1.6884  0.0736
H  -0.1311  -8.0227  -3.4230  0.0809
H  -1.6690  -7.6738  -2.6404  0.0849
H  0.4612  -5.5096  -1.0317  0.1152
H  0.7088  -3.0867  -1.4823  0.0865
H  -1.0308  -3.6377  -5.3511  0.1202
H  -1.2807  -6.0546  -4.8984  0.1163
C  -2.5602  2.7315  -1.4114  -0.1939
Si  -2.1158  1.3971  -2.6287  0.5201
C  -3.6024  1.0866  -3.6869  -0.2106
C  -0.6157  1.9474  -3.5800  -0.1751
H  -2.8556  3.5851  -2.0340  0.0491
H  -1.7393  3.0606  -0.7785  0.0082
H  -3.4071  2.4585  -0.7840  0.0357
H  -3.8123  2.0289  -4.2038  0.0445
H  -4.4799  0.8303  -3.0930  0.0164
H  -3.4262  0.3095  -4.4268  0.0353
H  -0.9015  2.8692  -4.1004  0.0452
H  -0.2771  1.2249  -4.3171  0.0198
H  0.2175  2.1875  -2.9155  0.0281

Cartesian forces (eV/Å) of the 2 atoms listed first:
Pd -0.85 -0.43 0.03
O 0.28 0.17 -0.07

The value obtained for the largest force on an atom is 0.949 eV Å⁻¹. Its net charge is 0. Its HOMO-LUMO gap (spin up / spin down) is 6.29 / 6.18 eV. For the LUMO energy (spin up / spin down), the calculation gives -1.39 / -1.51 eV. The value obtained for the HOMO energy (spin up / spin down) is -7.69 / -7.69 eV. The multiplicity is 1.